Record 1
C32H41BCl2N8O4Tc as an isolated structure, computed with ωB97M-V/def2-TZVPD.

Each line ends with the Mulliken spin population.
Atoms and positions in Å:
Tc1 0.410 0.294 0.067  2.4231
C1 1.531 0.450 -3.781  0.0051
C2 2.832 0.085 -3.074  -0.0044
C3 2.990 -1.415 -2.806  -0.0069
C4 3.114 0.871 -1.824  0.0202
C5 4.318 1.548 -1.616  0.0042
C6 4.266 1.999 -0.317  0.0155
N1 3.104 1.616 0.212  0.0105
N2 2.371 0.936 -0.708  -0.1165
B1 2.714 1.627 1.701  -0.0193
N3 1.412 2.421 1.861  0.0643
C7 1.229 3.611 2.434  0.0256
C8 -0.077 3.999 2.231  0.0067
C9 -0.663 2.969 1.490  0.0695
N4 0.260 2.014 1.276  -0.1599
C10 -2.105 2.903 1.076  -0.0098
C11 -2.447 3.996 0.066  0.0054
C12 -3.003 3.067 2.306  0.0117
N5 2.512 0.157 2.115  0.0440
C13 3.141 -0.564 3.043  0.0241
C14 2.682 -1.864 2.983  0.0110
C15 1.730 -1.869 1.961  0.0663
N6 1.652 -0.641 1.444  -0.0621
C16 0.881 -3.002 1.473  -0.0275
C17 -0.065 -3.478 2.576  -0.0003
C18 1.755 -4.144 0.952  0.0019
H1 1.453 -0.091 -4.726  0.0004
H2 1.528 1.519 -4.000  0.0000
H3 0.657 0.204 -3.182  -0.0007
H4 3.644 0.370 -3.750  -0.0005
H5 2.218 -1.780 -2.131  0.0045
H6 3.963 -1.621 -2.356  -0.0004
H7 2.929 -1.973 -3.744  0.0002
H8 5.115 1.669 -2.329  0.0001
H9 4.979 2.542 0.279  -0.0001
H10 3.582 2.126 2.358  0.0003
H11 2.042 4.096 2.947  0.0002
H12 -0.549 4.903 2.573  0.0000
H13 -2.280 1.932 0.613  0.0021
H14 -2.098 4.972 0.410  0.0004
H15 -3.528 4.052 -0.073  -0.0004
H16 -1.998 3.810 -0.902  -0.0010
H17 -2.887 4.068 2.729  0.0016
H18 -2.768 2.344 3.082  -0.0076
H19 -4.050 2.944 2.023  -0.0015
H20 3.872 -0.102 3.686  0.0010
H21 2.984 -2.693 3.600  0.0014
H22 0.282 -2.626 0.645  0.0440
H23 0.496 -3.864 3.430  -0.0001
H24 -0.706 -4.278 2.202  -0.0005
H25 -0.700 -2.662 2.924  0.0057
H26 2.361 -4.569 1.755  0.0000
H27 2.428 -3.796 0.167  -0.0004
H28 1.132 -4.940 0.541  0.0002
C19 -1.587 0.526 5.134  -0.0048
C20 -1.176 0.216 3.708  0.0285
O1 -0.002 0.243 3.394  0.0519
C21 -2.280 -0.140 2.824  0.1806
C22 -2.376 -0.522 1.518  -0.0564
C23 -3.763 -0.909 1.054  0.0022
N7 -1.388 -0.590 0.548  0.1225
N8 -1.846 -1.321 -0.530  0.0679
C24 -0.937 -1.584 -1.408  0.0333
O2 0.310 -1.208 -1.245  0.1076
C25 -1.311 -2.336 -2.625  -0.0306
C26 -2.642 -2.672 -2.863  0.0086
C27 -2.989 -3.362 -4.012  -0.0023
C28 -2.012 -3.725 -4.932  0.0046
C29 -0.687 -3.395 -4.697  -0.0016
C30 -0.337 -2.701 -3.547  0.0083
H29 -0.733 0.923 5.678  0.0008
H30 -1.929 -0.391 5.620  -0.0006
H31 -2.415 1.236 5.164  -0.0010
H32 -3.234 -0.138 3.337  -0.0114
H33 -4.484 -0.693 1.837  -0.0012
H34 -3.810 -1.968 0.805  -0.0017
H35 -4.028 -0.364 0.148  -0.0019
H36 -3.395 -2.379 -2.144  0.0008
H37 -4.025 -3.615 -4.194  0.0000
H38 -2.287 -4.262 -5.831  0.0003
H39 0.078 -3.676 -5.409  -0.0001
H40 0.694 -2.440 -3.360  -0.0066
Cl1 -2.542 1.476 -3.512  0.0002
C31 -1.119 2.517 -3.358  -0.0046
Cl2 -1.549 4.223 -3.593  0.0000
C32 -0.308 2.299 -2.050  0.0006
O3 0.598 3.063 -1.807  0.0144
O4 -0.679 1.259 -1.378  0.0399
H41 -0.459 2.270 -4.183  0.0003

Properties
* ΔE to the lowest compared entry with this formula, charge and spin: 4.5 kJ/mol
* <S²>: 3.78
* HOMO-LUMO gap (spin up / spin down): 8.1 / 6.3 eV
* multiplicity: 4
* charge: 0
* HOMO energy (spin up / spin down): -0.2765 / -0.2845 Ha

Record 2
An isolated ion of composition C4H5N4 and charge +1, computed with ωB97M-V/def2-TZVPD.

Each line ends with the Mulliken charge.
Atoms and positions in Å:
N1 3.187 -0.787 -0.420  -0.2311
C1 2.348 -0.099 -0.048  0.2584
C2 1.289 0.817 0.359  -0.3802
N2 -0.069 0.165 -0.026  0.2495
C3 -1.156 0.611 -0.604  0.1227
C4 -2.153 -0.374 -0.465  -0.4841
N3 -1.589 -1.402 0.239  -0.4566
N4 -0.407 -1.036 0.575  0.1867
H1 1.435 1.129 1.464  0.2713
H2 1.286 1.721 -0.126  0.3073
H3 -1.110 1.547 -1.031  0.4462
H4 -3.194 -0.471 -0.824  0.4010
H5 0.133 -1.820 0.908  0.3087

Properties
* ΔE to the lowest compared entry with this formula, charge and spin: 160.6 kJ/mol
* HOMO-LUMO gap: 11.1 eV
* charge: +1
* HOMO energy: -0.5938 Ha

Record 3
An isolated molecule of C17H16FNOS, computed with ωB97M-V/def2-TZVPD.

Each line ends with the Mulliken charge.
Atoms and positions in Å:
C1 -5.117 -0.811 -0.850  -1.4246
C2 -3.798 -0.399 -0.274  1.0199
C3 -3.485 0.949 -0.128  -0.7499
C4 -2.279 1.341 0.419  -0.3166
C5 -1.353 0.392 0.836  0.4952
C6 -0.025 0.835 1.386  -1.5160
N1 0.796 1.421 0.341  0.0935
C7 1.185 2.711 0.389  0.6036
O1 0.895 3.483 1.272  -0.6498
C8 2.047 3.084 -0.803  -0.5477
S1 1.953 1.727 -1.992  -0.1760
C9 1.165 0.590 -0.766  -0.4211
C10 2.080 -0.540 -0.387  0.2895
C11 1.801 -1.838 -0.800  -0.3532
C12 2.634 -2.890 -0.465  -0.8669
C13 3.768 -2.664 0.298  -0.3384
C14 4.070 -1.382 0.722  -0.6843
C15 3.229 -0.342 0.373  0.6510
F1 3.547 0.899 0.793  -0.3109
C16 -1.657 -0.953 0.686  -0.3818
C17 -2.868 -1.342 0.141  -0.8093
H1 -5.912 -0.632 -0.126  0.2967
H2 -5.119 -1.867 -1.106  0.3502
H3 -5.345 -0.231 -1.742  0.3559
H4 -4.197 1.696 -0.446  0.3878
H5 -2.046 2.391 0.528  0.4748
H6 -0.153 1.621 2.137  0.5342
H7 0.509 -0.011 1.833  0.4155
H8 1.683 4.000 -1.266  0.4296
H9 3.077 3.231 -0.474  0.2623
H10 0.269 0.180 -1.250  0.5504
H11 0.916 -2.015 -1.393  0.4148
H12 2.396 -3.888 -0.798  0.4014
H13 4.418 -3.483 0.563  0.3880
H14 4.946 -1.173 1.314  0.4517
H15 -0.942 -1.701 1.000  0.3545
H16 -3.091 -2.394 0.035  0.3259

Properties
* HOMO-LUMO gap: 9.5 eV
* charge: 0
* HOMO energy: -0.3237 Ha

Record 4
An isolated molecule of C4H6N2O, computed with ωB97M-V/def2-TZVPD.

Each line ends with the Mulliken charge.
Atoms and positions in Å:
C1 -0.183 -0.113 2.137  -0.7210
C2 -1.065 -0.648 1.289  -0.0995
N1 -0.731 -1.381 0.144  -0.5080
C3 -0.069 -0.884 -0.821  0.1092
N2 0.308 0.415 -0.862  -0.1225
C4 0.956 1.009 -1.930  0.0769
O1 1.431 0.424 -2.872  -0.5055
H1 -0.571 0.390 3.032  0.2527
H2 0.901 -0.182 2.006  0.2951
H3 -2.132 -0.618 1.527  0.2992
H4 0.175 -1.515 -1.688  0.3527
H5 0.020 0.986 -0.097  0.2596
H6 0.959 2.119 -1.865  0.3112

Properties
* ΔE to the lowest compared entry with this formula, charge and spin: 139.0 kJ/mol
* HOMO-LUMO gap: 9.9 eV
* charge: 0
* HOMO energy: -0.3369 Ha

Record 5
An isolated molecule of C7H15O3P, computed with ωB97M-V/def2-TZVPD.

Each line ends with the Mulliken charge.
Atoms and positions in Å:
C1 3.413 1.038 0.635  -0.6717
O1 3.209 -0.190 1.296  -0.3978
C2 2.360 -1.073 0.609  -0.7585
C3 0.947 -0.545 0.327  -0.3365
C4 0.751 -0.091 -1.120  -0.4535
C5 -0.592 0.577 -1.348  -0.9968
P1 -1.975 -0.641 -1.455  -0.0436
C6 -2.580 -0.955 0.280  -0.4045
C7 -3.459 0.086 0.883  0.4265
O2 -4.077 -0.081 1.858  -0.5452
O3 -3.479 1.256 0.255  -0.4223
H1 2.616 1.733 0.882  0.2338
H2 3.547 0.930 -0.436  0.3045
H3 4.324 1.464 1.028  0.2653
H4 2.792 -1.418 -0.330  0.3525
H5 2.261 -1.935 1.250  0.3817
H6 0.268 -1.375 0.472  0.2363
H7 0.636 0.235 1.015  0.3982
H8 0.844 -0.972 -1.746  0.3008
H9 1.539 0.592 -1.392  0.3174
H10 -0.760 1.357 -0.613  0.4126
H11 -0.555 1.073 -2.308  0.4452
H12 -3.034 0.107 -2.013  0.0159
H13 -1.767 -1.152 0.959  0.1601
H14 -3.179 -1.848 0.230  0.4522
H15 -4.052 1.829 0.782  0.3276

Properties
* ΔE to the lowest compared entry with this formula, charge and spin: 107.6 kJ/mol
* HOMO-LUMO gap: 9.3 eV
* charge: 0
* HOMO energy: -0.3187 Ha

Record 6
An isolated molecule of C10H12N2, computed with ωB97M-V/def2-TZVPD.

Each line ends with the Mulliken charge.
Atoms and positions in Å:
C1 -1.035 -2.276 1.635  -0.3471
C2 0.317 -2.273 1.249  -0.6486
C3 0.648 -1.682 -0.021  -0.1849
C4 -0.319 -0.809 -0.606  0.3472
C5 -0.035 0.054 -1.799  -0.3291
N1 1.041 1.101 -1.824  -0.3611
C6 1.790 1.182 -0.713  -0.5209
C7 0.829 1.608 0.441  -0.7558
C8 -0.359 2.111 -0.328  -0.5409
N2 -0.350 1.509 -1.698  -0.4349
C9 -1.560 -0.635 0.073  -0.0746
C10 -1.943 -1.383 1.129  -0.9438
H1 -1.143 -2.853 2.528  0.3363
H2 0.949 -2.856 1.967  0.3461
H3 1.554 -1.988 -0.619  0.4447
H4 -0.329 -0.206 -2.925  0.3442
H5 2.382 0.309 -0.772  0.4612
H6 2.450 2.081 -0.858  0.2496
H7 0.657 0.938 1.169  0.2976
H8 1.045 2.374 1.122  0.4884
H9 -0.356 3.147 -0.471  0.4843
H10 -1.201 1.646 0.244  0.2407
H11 -2.120 0.232 -0.383  0.6272
H12 -2.913 -1.330 1.460  0.4743

Properties
* ΔE to the lowest compared entry with this formula, charge and spin: 448.7 kJ/mol
* HOMO-LUMO gap: 9.2 eV
* charge: 0
* HOMO energy: -0.3061 Ha